No. 1
Here is a single C3H5NO2S molecule in a non-equilibrium geometry from the OMol25 dataset. Energies are from the ωB97M-V functional and the def2-TZVPD basis.

Results
Energy relative to the best compared isomer or geometry (same formula, charge and spin) ... 153.6 kcal per mole
Total charge ... 0
Strongest force on any atom ... 6.813 eV/A
M ... 119.14 Da
E_LUMO (alpha / beta) ... -1.15 / -0.67 eV
HOMO-LUMO gap (alpha / beta) ... 7.0 / 8.2 eV

Last column: Löwdin charge in e.
Positions of all 12 atoms, in Å:
C 0.016 0.367 0.293  -0.40
C 0.838 0.067 1.335  0.10
C -0.871 1.606 0.338  -0.04
N -0.126 -0.158 -0.945  0.04
O 0.337 -3.232 -2.875  -0.48
O 0.183 -1.308 -1.476  -0.44
S 0.236 -2.868 -1.522  0.91
H 1.198 0.747 2.025  0.04
H 1.208 -0.868 1.517  0.03
H -0.137 2.409 0.474  0.08
H -1.514 1.469 1.335  0.14
H -1.369 1.767 -0.499  0.01

No. 2
Here is 2 unconnected molecules or ions with the total composition C5H13NO2 in a non-equilibrium geometry from the OMol25 dataset. Energies are from the ωB97M-V functional and the def2-TZVPD basis.

Results
Spin multiplicity ... 2
Energy relative to the best compared isomer or geometry (same formula, charge and spin) ... 44.2 kcal per mole
Total charge ... +1
Strongest force on any atom ... 2.844 eV/A
M ... 119.16 Da
E_LUMO (alpha / beta) ... -3.56 / -8.42 eV
HOMO-LUMO gap (alpha / beta) ... 11.5 / 5.6 eV

Last column: Löwdin charge in e.
Positions of all 21 atoms, in Å:
C -1.844 0.070 -1.567  -0.05
N -0.758 0.047 -0.605  0.00
C -1.046 -0.482 0.734  -0.36
C 0.290 -0.474 1.488  -0.06
C 1.461 -0.772 0.477  -0.16
O 2.534 -0.433 0.798  0.25
C -2.086 0.246 1.629  0.00
H -2.283 1.026 -1.863  0.10
H -2.716 -0.449 -1.155  0.10
H -1.551 -0.408 -2.508  0.11
H -0.498 1.010 -0.371  0.15
H -1.367 -1.524 0.644  0.16
H 0.388 0.395 2.136  0.13
H 0.426 -1.297 2.208  0.15
H 1.106 -1.246 -0.473  0.18
H -2.697 0.846 0.951  0.09
H -2.723 -0.450 2.166  0.10
H -1.647 0.901 2.380  0.09
H 0.981 1.310 -2.782  0.03
H 2.319 1.854 -2.141  0.06
O 1.737 1.094 -2.243  -0.04

No. 3
Here is 2 unconnected molecules or ions with the total composition C3H11N2S in a non-equilibrium geometry from the OMol25 dataset. Energies are from the ωB97M-V functional and the def2-TZVPD basis.

Results
Energy relative to the best compared isomer or geometry (same formula, charge and spin) ... 41.7 kcal per mole
Total charge ... +1
Strongest force on any atom ... 4.343 eV/A
M ... 107.20 Da
E_LUMO ... -4.48 eV
HOMO-LUMO gap ... 8.2 eV

Last column: Löwdin charge in e.
Positions of all 17 atoms, in Å:
C -1.576 0.306 -1.361  -0.32
S -0.894 -0.845 0.012  0.75
C -1.943 -0.226 1.324  -0.43
H -2.622 0.080 -1.473  0.02
H -1.429 1.403 -1.060  0.07
H -1.034 -0.013 -2.288  0.03
H -2.150 -1.077 2.042  0.06
H -2.958 0.141 0.979  0.07
H -1.427 0.605 1.853  0.04
N 1.781 -0.431 1.074  0.12
C 2.479 0.065 0.053  -0.12
N 1.917 0.129 -1.165  0.19
H 0.727 -0.151 1.125  0.06
H 2.245 -0.856 1.805  0.10
H 3.430 0.424 0.297  0.14
H 2.154 0.975 -1.691  0.15
H 1.300 -0.529 -1.526  0.07

No. 4
Here is 2 unconnected molecules or ions with the total composition C10H13BrS in a non-equilibrium geometry from the OMol25 dataset. Energies are from the ωB97M-V functional and the def2-TZVPD basis.

Results
Energy relative to the best compared isomer or geometry (same formula, charge and spin) ... 95.2 kcal per mole
Total charge ... 0
Strongest force on any atom ... 4.628 eV/A
M ... 245.18 Da
E_LUMO (alpha / beta) ... -0.85 / 0.58 eV
HOMO-LUMO gap (alpha / beta) ... 6.6 / 7.9 eV

Last column: Löwdin charge in e.
Positions of all 25 atoms, in Å:
C 1.636 -2.134 1.428  -0.18
C 1.987 -0.773 1.136  -0.15
C 1.521 -2.969 0.377  -0.40
C 2.128 -0.619 -0.245  -0.64
C -0.601 1.129 0.793  -0.15
C -0.365 1.774 -0.455  -0.01
C -1.522 0.869 -0.358  -0.53
C -1.621 -0.522 -0.998  -0.03
C -2.893 1.561 -0.211  -0.04
C 2.597 0.441 -0.936  -0.57
S 1.728 -2.139 -1.144  0.98
Br 3.127 2.123 -0.183  0.67
H 1.449 -2.631 2.438  0.13
H 2.143 -0.005 1.800  0.07
H 1.462 -4.008 0.289  0.04
H 0.204 0.282 1.170  0.12
H -0.804 1.723 1.796  0.14
H 0.120 2.510 -0.958  0.04
H -0.621 -0.899 -1.442  0.06
H -2.528 -0.366 -1.724  0.10
H -1.986 -1.090 -0.129  0.08
H -2.984 2.527 -0.612  0.06
H -3.177 1.597 0.879  0.10
H -3.606 0.985 -0.679  0.03
H 2.605 0.635 -2.031  0.06

No. 5
Here is 2 unconnected molecules or ions with the total composition C3H6INO3 in a non-equilibrium geometry from the OMol25 dataset. Energies are from the ωB97M-V functional and the def2-TZVPD basis.

Results
Energy relative to the best compared isomer or geometry (same formula, charge and spin) ... 8.1 kcal per mole
Total charge ... 0
Strongest force on any atom ... 2.853 eV/A
M ... 230.99 Da
E_LUMO ... 0.39 eV
HOMO-LUMO gap ... 9.6 eV

Last column: Löwdin charge in e.
Positions of all 14 atoms, in Å:
N -0.001 0.816 -1.091  0.00
C -0.702 0.340 0.030  -0.73
I -2.888 0.135 -0.329  0.69
C -0.303 -1.153 0.498  -0.34
O 0.619 -1.216 1.519  -0.07
H 0.429 0.139 -1.700  0.10
H -0.217 1.640 -1.541  0.06
H -0.674 1.055 0.892  0.07
H 0.099 -1.709 -0.356  0.11
H -1.196 -1.694 0.933  0.08
H 1.391 -0.657 1.303  0.08
O 2.154 1.539 0.720  0.20
C 1.306 2.323 0.804  -0.47
O 0.573 3.196 0.884  0.23

No. 6
Here is 2 unconnected molecules or ions with the total composition C3H2F2I2 in a non-equilibrium geometry from the OMol25 dataset. Energies are from the ωB97M-V functional and the def2-TZVPD basis.

Results
Energy relative to the best compared isomer or geometry (same formula, charge and spin) ... 99.7 kcal per mole
Total charge ... 0
Strongest force on any atom ... 2.591 eV/A
M ... 329.85 Da
E_LUMO ... -0.26 eV
HOMO-LUMO gap ... 8.4 eV

Last column: Löwdin charge in e.
Positions of all 9 atoms, in Å:
C -1.251 -1.680 1.906  -0.03
C -0.724 -1.997 0.868  -0.83
C 1.350 1.198 -0.826  -0.53
F 1.925 1.992 -1.702  -0.02
F 1.816 1.636 0.383  -0.10
I 0.232 -2.490 -0.812  0.87
I -0.998 1.805 -0.669  0.81
H -1.406 -1.270 2.852  0.01
H -0.945 0.806 -2.000  -0.17